Record 1
The following is a quantum chemistry calculation of a cluster of 9 separate species, C28H75O9PS8 in total at a distorted geometry, from the Open Molecules 2025 dataset.

The geometry in ORCA input format:
```
! RIJCOSX wB97M-V def2-TZVPD def2/J DEFGRID3
* xyz 0 1
S -4.6905 5.9830 -3.2500
S 1.7789 -5.7079 1.5853
S -5.8211 9.7815 -6.9064
S 4.3349 -6.3534 4.3004
S 4.4398 0.9037 4.4580
S 6.7378 -0.1229 0.9214
S -2.6937 1.3000 -6.6668
S 0.3472 -5.2258 6.6400
P -1.7652 0.4136 -3.0204
O 0.9199 -4.5909 2.0790
O 1.5431 -6.1181 6.6981
O -3.6993 0.2730 -6.2706
O -4.3283 4.8528 -4.1533
O 7.0615 1.1077 0.1480
O 2.0214 -0.2200 0.7596
O 5.6098 -0.0158 4.5058
O -4.9637 9.1047 -5.8907
O 4.9628 -6.6348 2.9743
C -3.7154 7.3982 -3.7634
C 0.4270 1.2527 1.8526
C -2.7610 -2.1854 -0.6909
C -2.0285 1.5449 2.6055
C -0.9074 1.9952 1.6708
C -5.7144 8.8050 -8.4104
C 0.8679 -3.6222 7.2601
C -2.0629 -2.6891 0.5731
C -2.4498 -1.2795 -3.0293
C -1.9120 -2.2576 -1.9608
C 8.2920 -0.8254 1.4824
C -2.8104 -2.2573 1.8532
C 4.9834 2.4808 5.1298
C 0.7471 -6.7541 0.5494
C 3.0530 -7.5785 4.5603
C -2.2534 -1.0262 2.5782
C -4.8889 11.1887 -7.5210
C -3.2288 1.9606 -8.2536
C 0.7517 0.3975 0.6446
C 0.1557 -4.7139 4.9292
C -2.8480 0.3227 2.1588
C 4.2750 1.4660 2.7630
C 1.9745 -1.4627 1.4477
C -6.2678 6.6251 -3.8215
C 6.3646 -1.4165 -0.2713
C 5.4508 -6.9815 5.5593
C -3.0395 2.7891 -5.7287
C 2.7867 -5.0573 0.2526
H 2.6534 -7.4744 5.5676
H -4.0396 8.2803 -3.2129
H -4.6681 8.6380 -8.6655
H 3.5059 2.2365 2.7086
H -1.1683 -1.0082 2.5696
H 2.2625 -7.3921 3.8387
H 1.7633 -3.2983 6.7290
H -4.7984 11.9085 -6.7105
H -2.7250 2.3788 2.6817
H -0.6295 -3.9601 4.8640
H 0.0088 -7.2348 1.1884
H -2.6728 7.1846 -3.5313
H 5.8914 2.8014 4.6190
H 1.0941 -4.3135 4.5515
H -5.4261 11.6417 -8.3539
H -2.8048 -3.0922 2.5509
H -0.1300 -5.5805 4.3399
H -2.4027 3.5979 -6.0882
H -2.3680 -1.7016 -4.0247
H -1.2237 1.9699 0.6333
H -4.0878 3.0590 -5.8332
H 1.0862 -3.7270 8.3208
H -3.8327 7.5576 -4.8291
H -2.5895 2.7996 -8.5288
H -7.0243 5.8652 -3.6337
H 8.1024 -1.7901 1.9524
H -2.0851 -3.7769 0.5512
H 5.2284 1.8579 2.4085
H -1.0170 -2.4113 0.6067
H 7.1699 -1.4876 -1.0027
H -6.2271 9.3276 -9.2177
H -0.7154 3.0410 1.8987
H -0.0439 -0.3375 0.5088
H -6.2038 7.8512 -8.2250
H 4.9703 -6.8998 6.5342
H 2.1485 -4.5606 -0.4793
H -3.0293 0.3981 1.0888
H -2.8190 2.5874 -4.6864
H 3.3408 -5.8735 -0.2092
H 6.2391 -2.3642 0.2532
H 8.9711 -0.9357 0.6365
H -3.8485 -2.0905 1.5709
H 0.4446 0.6659 2.7674
H -6.2081 6.8388 -4.8875
H -2.5235 -1.1465 3.6275
H 0.9659 -1.8048 1.6393
H -0.8645 -2.0814 -1.7310
H -0.3611 0.3117 -3.0721
H 3.4851 -4.3435 0.6835
H 3.9781 0.6184 2.1501
H -4.2688 2.2795 -8.1843
H 5.1867 2.3417 6.1896
H -3.8177 0.3939 2.6463
H -3.0512 -1.1441 -0.5528
H 2.4815 -1.3693 2.4103
H 4.1921 3.2197 5.0028
H -6.5109 7.5313 -3.2673
H 0.7550 1.0149 -0.2488
H -3.1350 1.1710 -8.9967
H -3.8981 10.8621 -7.8362
H 0.0603 -2.9036 7.1218
H -1.9789 -3.2758 -2.3434
H -3.6800 -2.7544 -0.8046
H 3.4627 -8.5783 4.4043
H 0.2433 -6.1455 -0.2020
H 5.4355 -1.1485 -0.7712
H 8.7196 -0.1431 2.2134
H -2.0096 0.9633 -1.7487
H 6.3523 -6.3724 5.5420
H -3.5102 -1.1593 -2.8324
H 5.7025 -8.0192 5.3404
H 1.2320 1.9797 1.9151
H 2.5170 -2.1997 0.8624
H 1.3681 -7.5129 0.0737
H -1.6571 1.3889 3.6164
*
```

Summary:
E_HOMO (eV): -8.1
Max |F| (eV/Å): 1.963
HOMO-LUMO gap (eV): 8.556

***

Record 2
The following is a quantum chemistry calculation of a structure of composition C11H23CoN5O6 at a distorted geometry, from the Open Molecules 2025 dataset.

The geometry in ORCA input format:
```
! RIJCOSX wB97M-V def2-TZVPD def2/J DEFGRID3
* xyz 0 4
Co -0.1401 0.2605 -0.1637
O 0.9302 0.2446 -2.7693
O 2.0914 1.7551 -1.0884
O 4.2621 -0.7149 -2.3752
O -0.9927 -0.0193 2.5020
O 1.4089 -2.3168 1.3412
O -1.8411 -1.7072 0.9622
N -0.1538 0.5605 1.6311
N -1.2519 -1.2023 -0.0831
N 1.2007 1.4802 -0.1224
N -2.1750 1.3846 0.0766
N 0.0791 -0.2027 -1.9007
C 3.6933 -1.4822 -1.3096
C -2.7971 -2.5685 -1.4171
C -0.7869 -1.4592 -3.7749
C 0.5181 1.6483 2.0639
C -0.8102 -1.1418 -2.3337
C -4.1180 0.8527 1.7310
C -1.6241 -1.6713 -1.2995
C 2.3169 3.2809 1.1460
C 1.3539 2.1619 1.0347
C 0.2545 2.2738 3.3741
C -3.0353 1.1254 0.8208
H -0.9250 -0.5478 -4.3763
H -4.1883 1.6580 2.4721
H -0.3010 1.5957 4.0260
H -5.0655 0.7855 1.1777
H 1.7335 1.1864 -1.8816
H 5.2239 -0.7860 -2.2863
H -1.3889 -0.8424 1.9193
H 0.5285 -2.7180 1.4525
H -1.5763 -2.1702 -4.0345
H -2.6761 -3.4638 -0.7928
H -2.9299 -2.8733 -2.4630
H -0.3507 3.1819 3.2335
H 1.1968 2.5668 3.8488
H 2.7241 -1.8513 -1.6611
H 0.1840 -1.8934 -4.0609
H -3.7176 -2.0569 -1.0926
H -3.9510 -0.0974 2.2579
H 3.1444 3.0161 1.8220
H 1.5060 -1.7579 2.1308
H 1.8413 4.1820 1.5569
H 3.5373 -0.8478 -0.4246
H 4.3280 -2.3453 -1.0367
H 2.7397 3.5367 0.1665
*
```

Summary:
E_HOMO (spin up / spin down) (eV): -5.7 / -8.2
Max |F| (eV/Å): 4.221
HOMO-LUMO gap (spin up / spin down) (eV): 5.496 / 7.541

***

Record 3
The following is a quantum chemistry calculation of a structure of composition C13H4Br2CaN3OS2 at a distorted geometry, from the Open Molecules 2025 dataset.

The geometry in ORCA input format:
```
! RIJCOSX wB97M-V def2-TZVPD def2/J DEFGRID3
* xyz -1 1
Br -3.9626 -0.9317 -1.0406
Br -1.1492 1.1012 -5.3671
Ca -0.0489 1.0766 1.9211
S -1.0420 -0.4642 4.0133
S 1.8049 -0.4834 2.9626
O -1.4296 0.0680 0.6119
N 0.6930 1.4879 -0.2944
N -1.2207 -4.1297 5.1100
N 2.8309 -3.8573 4.1671
C 1.8219 -3.2658 4.1253
C -1.3381 0.2849 -0.6811
C -1.0821 0.7047 -3.5205
C -0.4623 -3.3648 4.6553
C 1.7576 2.1261 -0.7608
C -0.1048 1.2187 -2.6333
C 1.0024 1.9893 -3.0145
C -2.3104 -0.1979 -1.5816
C 0.5911 -2.6327 4.1080
C -2.0972 -0.0836 -2.9533
C 0.4352 -1.2710 3.7012
C 1.9089 2.4549 -2.1031
C -0.2497 1.0069 -1.2151
H 1.2004 2.1855 -4.0921
H -2.7964 -0.5586 -3.6208
H 2.7244 3.0913 -2.4450
H 2.5231 2.4449 -0.0525
*
```

Summary:
E_HOMO (eV): -4.3
Max |F| (eV/Å): 3.258
HOMO-LUMO gap (eV): 5.704

***

Record 4
The following is a quantum chemistry calculation of a cluster of 2 separate species, C3H4N2O in total, from the Open Molecules 2025 dataset.

The geometry in ORCA input format:
```
! RIJCOSX wB97M-V def2-TZVPD def2/J DEFGRID3
* xyz 0 1
O 1.5876 0.7481 2.3551
N 1.4027 -0.2000 1.6383
N -0.8104 -0.5443 -1.4661
C -0.6973 0.6410 -0.7984
C 1.2605 -1.1274 0.9585
C -0.5982 1.6549 -0.1551
H 0.9177 -1.8541 0.2582
H -0.0285 -0.7376 -2.0771
H -0.4996 2.5380 0.4351
H -1.6807 -0.6303 -1.9769
*
```

Summary:
E_HOMO (eV): -9.2
Max |F| (eV/Å): 0.833
Energy above the lowest of the compared OMol25 structures with the same formula, charge and spin (kcal per mole): 128.9
HOMO-LUMO gap (eV): 9.860

***

Record 5
The following is a quantum chemistry calculation of a cluster of 15 separate species, C4H37NO15 in total at a distorted geometry, from the Open Molecules 2025 dataset.

The geometry in ORCA input format:
```
! RIJCOSX wB97M-V def2-TZVPD def2/J DEFGRID3
* xyz 0 1
O -3.4352 -0.1110 -1.4905
O 2.7858 2.2396 -1.9297
O -2.2241 1.8942 1.7567
O 0.5411 1.5765 1.1052
O -1.7397 -0.4855 -3.7159
O -0.2220 -3.1805 -1.0807
O -0.6476 1.9597 -3.5701
O 2.4577 0.1153 -3.5693
O -0.2758 -1.0152 4.0477
O -3.6420 -0.8128 1.6750
O -0.2727 -4.0095 2.9461
O -3.2680 -4.6565 1.4035
O 1.0578 4.3248 -2.6981
O -1.4180 4.1160 -1.9433
O 0.2257 2.3202 3.7939
N 2.3151 -1.0287 -0.3680
C 1.5616 -0.9500 1.9477
C 1.2071 0.9062 0.3905
C 1.2617 -0.6540 0.4934
C 3.6860 -0.7594 0.0836
H 3.9458 -1.0170 1.1691
H -2.7849 -4.0229 0.9729
H 2.1056 -2.0040 -0.5421
H 1.6179 3.7384 -2.1480
H 2.4762 -1.4818 2.2330
H 0.1027 -0.9523 0.1575
H 0.9161 3.8946 -3.4983
H -1.3926 4.3406 -1.0949
H 3.1052 2.3539 -2.7865
H -0.5502 3.9532 -2.1861
H 1.5698 -0.2353 2.7866
H -2.6770 -4.8416 2.1986
H -2.3034 0.0327 -4.2835
H 1.9368 0.5859 -4.2660
H 4.3126 -1.4248 -0.5609
H -0.5731 -0.9174 4.9624
H -0.2279 -3.9180 -0.5482
H -0.1028 -3.7703 3.7773
H -4.2894 -0.5112 2.2697
H 0.5320 -4.3801 2.6580
H -0.9482 1.0961 -3.5527
H 0.6933 2.8321 4.4729
H -2.3352 -0.7099 -2.8787
H -1.8140 1.9052 0.8032
H -3.1587 0.0148 1.5354
H 3.7838 0.3105 -0.0271
H -0.6320 -0.2894 3.5055
H -3.1717 0.4685 -0.6474
H -0.8488 -3.3083 -1.8691
H -4.3432 -0.5706 -1.2310
H 1.8694 1.2309 -0.2746
H 1.8488 -0.5041 -3.1612
H -1.5340 1.9288 2.4715
H 2.3744 1.3299 -1.9698
H 0.7110 2.5263 2.9813
H 1.0402 -1.8731 2.2939
H -1.2091 2.4005 -3.0005
*
```

Summary:
E_HOMO (eV): -9.2
Max |F| (eV/Å): 5.888
Energy above the lowest of the compared OMol25 structures with the same formula, charge and spin (kcal per mole): 179.8
HOMO-LUMO gap (eV): 9.183

***

Record 6
The following is a quantum chemistry calculation of a structure of composition C57H55Cl4Ge2N8O4SSn at a distorted geometry, from the Open Molecules 2025 dataset.

The geometry in ORCA input format:
```
! RIJCOSX wB97M-V def2-TZVPD def2/J DEFGRID3
* xyz -2 2
Sn 0.8985 -0.0721 0.1828
Ge -1.9779 2.7433 -0.4676
Ge -0.0743 4.6919 -1.0731
Cl 8.0472 0.3657 0.6952
Cl 5.7100 -1.0622 2.1921
Cl 4.4740 2.4720 -2.7539
Cl 7.4281 2.1222 -1.8089
S 1.4351 1.4595 2.9091
O 3.0771 -0.5666 1.0157
O 2.5348 1.0524 -1.0976
O 0.1519 -3.6534 -2.4957
O -4.3035 0.3591 1.0384
N 0.4440 -1.6347 2.5806
N -1.3876 0.5223 -4.5476
N 1.9902 -0.9061 4.1603
N 1.0999 -2.0971 -1.1150
N -0.5275 0.8531 -2.5458
N -2.0993 0.5144 1.6532
N 3.5799 0.6006 4.2082
N -1.5127 -1.2048 -0.5258
C -4.5888 3.4232 0.9389
C -3.6218 -1.4854 3.1582
C 6.1471 1.3275 -0.9643
C -2.8691 -0.3460 3.7789
C 5.3714 -0.0891 0.7978
C -4.2435 2.0000 -2.3176
C 6.4230 0.5500 0.1392
C 2.3442 0.3385 3.6959
C -4.5556 2.7333 -4.5766
C -1.3471 3.0408 2.9905
C -2.3346 -2.5976 -2.2725
C 4.0009 -0.4644 4.9584
C 3.7573 0.8650 -0.7352
C -2.7444 -0.7513 -0.3158
C 4.0428 0.0204 0.3982
C -1.5746 0.4478 -3.2131
C -2.2749 0.6817 3.0031
C 2.3992 -2.5803 -1.3748
C 0.3964 1.1987 -3.4804
C 0.3200 -2.5152 4.7968
C -3.0924 0.1215 0.8704
C -2.1649 0.7222 5.8328
C -1.2987 -2.1042 -1.4792
C -2.3166 0.1336 -5.5708
C 3.0966 -2.2054 -2.5316
C -1.7397 1.7877 3.7049
C 2.4627 -1.3118 -3.5485
C -5.1815 5.5737 1.8307
C -0.1188 1.0083 -4.7286
C -3.1062 2.7921 -2.1849
C -0.5151 -2.4684 2.2233
C -4.9600 1.9580 -3.5001
C -3.4361 3.5410 -4.4602
C -3.9521 6.0670 1.4310
C 5.0402 -3.4248 -1.7859
C -3.3555 3.9081 0.5156
C -5.4912 4.2461 1.5905
C -3.0512 5.2361 0.7927
C -1.6664 1.7745 5.0860
C 3.0233 -1.3889 4.9449
C -3.6192 -2.1244 -2.0762
C -0.6740 -3.3894 4.4110
C 4.4048 -2.6263 -2.7173
C -0.2873 6.7597 -1.0234
C 2.3242 -3.8484 0.7939
C 0.8220 4.5492 -2.8801
C 4.3476 -3.8143 -0.6553
C -2.7917 -0.3098 5.1610
C 4.3354 1.7591 3.8322
C -3.8302 -1.2021 -1.0710
C 0.8820 -1.6788 3.8278
C -2.7179 3.5584 -3.2784
C 1.3373 4.2188 0.2667
C 3.0375 -3.4136 -0.4467
C 4.8254 1.4733 -1.3853
C -1.0804 -3.3898 3.0871
C 0.0851 -2.6765 -1.7336
H 2.9824 -2.3570 5.3960
H -5.8814 6.2208 2.3452
H 0.6523 -2.4636 5.8219
H -2.0754 5.6160 0.5173
H -2.1035 -3.3432 -3.0192
H 3.7591 2.6625 4.0486
H -1.8576 0.2790 -6.5486
H -4.4380 -2.4796 -2.6899
H -5.8310 1.3180 -3.5896
H -2.0966 0.7228 6.9160
H -4.8120 -0.8186 -0.8366
H 1.3736 -4.3196 0.5479
H 2.1264 -2.9651 1.3992
H -1.2182 2.6238 5.5905
H 2.2035 4.8727 0.2137
H 4.9402 -2.3140 -3.6079
H -3.6973 -2.3189 3.8576
H -0.3248 7.1562 -0.0136
H -2.4943 0.1155 -2.7791
H -1.1955 7.0644 -1.5377
H -1.8365 4.1824 -3.1938
H 2.3942 -0.3083 -3.1395
H -3.2478 -1.1131 5.7268
H 4.8319 -4.4374 0.0898
H 3.0537 -1.2791 -4.4630
H -3.6940 7.0994 1.6312
H 1.3665 1.5364 -3.1767
H -1.1323 -4.0539 5.1313
H -3.1418 -1.8300 2.2460
H -4.5618 1.4048 -1.4732
H 5.2788 1.7620 4.3735
H 0.9509 4.2308 1.2809
H 4.9620 -0.4978 5.4276
H -1.8377 -4.0719 2.7352
H -2.2463 3.6290 2.7982
H -4.8269 2.3790 0.8004
H 0.2854 1.1616 -5.7101
H 0.5602 7.2075 -1.5355
H -6.4406 3.8458 1.9207
H 4.5286 1.7385 2.7560
H -5.1059 2.7071 -5.5091
H -3.1228 4.1502 -5.3004
H -4.6253 -1.1524 2.8887
H 6.0657 -3.7379 -1.9428
H -2.5806 -0.9210 -5.4607
H -0.8319 -2.3773 1.1979
H 2.9323 -4.5553 1.3586
H 0.7567 3.5386 -3.2578
H -0.8684 2.8072 2.0419
H -3.2301 0.7316 -5.5100
H 1.6470 3.1988 0.0477
H -0.6705 3.6304 3.6063
H 0.3671 5.2169 -3.6098
H 1.4561 -1.6481 -3.7843
H 1.8724 4.8032 -2.7775
*
```

Summary:
E_HOMO (spin up / spin down) (eV): -2.0 / -2.0
Max |F| (eV/Å): 2.551
Energy above the lowest of the compared OMol25 structures with the same formula, charge and spin (kcal per mole): 47.0
HOMO-LUMO gap (spin up / spin down) (eV): 5.926 / 5.066